No. 1
82
Properties=species:S:1:pos:R:3:mulliken_spin:R:1 method="wB97M-V/def2-TZVPD" gap_ha="0.25772 / 0.17784" total_charge=+2 s2=3.7987 e_tot_ev=-101836.1237 homo_energy_ha="-0.4836 / -0.4852" multiplicity=4 de_lowest_kcal_mol=1.1
Te 1.40 3.05 0.94 0.01
Tc 0.20 0.38 1.42 1.78
S -4.36 0.58 1.27 0.00
S -0.03 -1.35 -0.11 0.01
S -3.48 0.71 -1.76 -0.01
F 2.40 1.43 1.09 0.00
F 2.38 3.62 -0.50 0.00
F 2.62 3.80 2.07 0.00
F 0.42 4.60 0.92 0.00
F 0.48 2.47 2.53 0.00
O -4.67 -0.06 -1.50 0.01
O 0.19 1.96 0.08 0.03
O 2.53 -3.25 0.07 0.01
O -2.83 0.63 -3.03 0.03
N -1.82 0.51 1.65 0.01
N -2.38 0.60 -0.63 0.06
N 1.47 -2.67 -1.86 0.01
N 1.08 -0.54 -2.48 0.01
N -5.20 6.33 -1.77 0.30
C -5.39 2.73 -1.63 -0.05
C -4.02 2.42 -1.68 0.25
C 0.37 -0.70 3.67 0.11
C -3.76 0.72 2.89 0.02
C 0.36 1.24 5.31 0.00
C 1.05 0.37 4.30 -0.04
C 0.96 -1.45 -1.55 0.01
C 3.16 -5.81 -1.01 0.00
C 2.38 -7.59 -2.43 0.00
C 1.38 -6.77 -2.92 0.00
C 4.53 -0.07 2.86 0.00
C -5.79 4.03 -1.65 0.18
C 2.09 -3.61 -0.99 0.00
C 3.07 -0.30 3.13 -0.03
C -2.74 0.54 0.65 0.03
C 2.40 -1.38 2.57 0.02
C 1.20 1.84 -3.08 0.01
C 2.38 0.55 4.01 0.00
C 0.30 0.69 -2.68 -0.01
C 3.27 -7.11 -1.47 0.00
C 0.41 -2.96 2.60 0.01
C -3.42 4.75 -1.75 0.15
C 2.16 -4.98 -1.52 0.00
C -2.42 0.66 2.90 0.01
C 1.87 1.65 -4.44 0.00
C -4.81 5.07 -1.72 0.16
C 1.27 -5.47 -2.47 0.00
C -3.04 3.44 -1.74 -0.01
C 1.06 -1.63 2.88 -0.04
H -6.84 4.29 -1.62 0.00
H -4.42 0.81 3.73 0.00
H 4.05 -7.76 -1.09 0.00
H 2.93 -2.07 1.92 0.00
H -6.18 6.58 -1.77 -0.01
H 3.84 -5.43 -0.27 0.00
H -2.00 3.16 -1.76 0.00
H -1.81 0.73 3.77 0.00
H -4.54 7.09 -1.84 -0.01
H 2.47 -8.61 -2.78 0.00
H 0.67 -7.16 -3.65 0.00
H 5.11 -0.28 3.75 0.00
H 2.93 1.36 4.49 0.00
H 1.95 2.00 -2.31 0.00
H 1.70 -0.78 -3.25 0.00
H -0.63 -0.95 3.99 0.01
H -0.27 0.86 -1.77 0.00
H 4.89 -0.70 2.05 0.00
H 0.45 -4.85 -2.84 0.00
H -0.66 0.91 5.51 0.00
H 0.52 -3.57 3.50 0.00
H 1.50 -2.92 -2.84 0.00
H 0.58 2.74 -3.10 0.00
H 1.13 1.46 -5.22 0.00
H -2.69 5.55 -1.80 0.00
H -0.42 0.47 -3.47 0.00
H 0.90 1.21 6.26 0.00
H 4.71 0.97 2.59 0.00
H 0.33 2.28 4.99 0.00
H -0.66 -2.86 2.41 0.00
H 2.57 0.81 -4.44 0.00
H 2.44 2.53 -4.72 0.00
H 0.88 -3.48 1.77 0.00
H -6.10 1.91 -1.60 0.00

=====

No. 2
70
Properties=species:S:1:pos:R:3:mulliken_charge:R:1 method="wB97M-V/def2-TZVPD" gap_ha=0.23719 total_charge=+3 e_tot_ev=-66861.2190 homo_energy_ha=-0.6031 de_lowest_kcal_mol=2.0
I -2.13 -2.09 -0.72 0.28
Rh -1.30 0.50 -0.53 -0.95
S -3.42 1.21 -1.66 0.01
P 0.48 -0.51 0.75 2.40
O -2.37 1.16 1.30 -0.16
N -0.68 0.59 -2.60 0.23
N -0.85 2.59 -0.69 0.27
C -0.49 -3.37 -1.02 0.17
C 2.78 2.85 0.70 -1.20
C -1.68 0.02 -3.53 -0.62
C 2.32 -2.32 1.27 -0.58
C -2.06 3.45 -0.75 -0.61
C -0.56 -0.58 5.21 -0.71
C 3.14 -3.45 1.18 -1.20
C -1.05 -1.18 2.94 -0.79
C 3.90 1.24 -0.69 -0.78
C 1.28 -5.45 -1.31 -0.86
C 0.88 0.18 3.44 -0.28
C 2.80 -4.44 0.30 -0.81
C 1.79 1.93 0.97 -1.28
C 0.14 2.75 -1.78 0.41
C -0.28 1.97 -2.99 -1.24
C 3.84 2.51 -0.14 -0.88
C 1.85 0.64 0.42 1.12
C -1.37 -1.23 4.28 -0.70
C -3.11 3.01 -1.76 -0.72
C -2.04 2.01 2.43 -0.45
C 0.74 -3.25 -0.32 0.34
C 0.11 -5.47 -2.01 -0.97
C 0.07 -0.46 2.51 1.46
C 2.91 0.30 -0.42 -0.79
C -3.07 0.64 -3.36 -0.64
C 0.56 0.11 4.79 -0.88
C 1.61 -4.37 -0.45 0.75
C 1.16 -2.18 0.52 1.13
C -0.81 -4.42 -1.84 -0.67
H -4.05 3.51 -1.54 0.60
H -2.96 2.47 2.79 0.38
H 2.97 -0.69 -0.85 0.48
H -3.07 0.55 1.58 0.22
H 4.73 0.97 -1.33 0.51
H -1.75 4.48 -0.99 0.45
H -2.84 3.25 -2.79 0.39
H 1.20 0.60 5.52 0.49
H 1.98 -6.27 -1.40 0.45
H -2.50 3.47 0.24 0.28
H 3.43 -5.31 0.19 0.47
H -1.34 0.16 -4.56 0.41
H 0.29 3.80 -2.01 0.48
H 2.75 3.83 1.16 0.53
H -1.76 -4.46 -2.34 0.50
H -1.72 -1.05 -3.35 0.23
H -3.24 1.49 -4.02 0.48
H 0.55 1.92 -3.70 0.52
H -0.14 -6.29 -2.66 0.44
H -3.83 -0.10 -3.60 0.50
H -1.56 1.44 3.22 0.09
H -1.66 -1.72 2.22 0.28
H 1.77 0.71 3.14 0.50
H -0.80 -0.64 6.27 0.46
H 0.15 0.00 -2.62 0.24
H -0.37 2.81 0.18 0.07
H -1.37 2.79 2.08 0.24
H -1.11 2.43 -3.52 0.41
H 1.09 2.36 -1.40 -0.40
H 4.03 -3.52 1.78 0.48
H 2.63 -1.52 1.94 0.40
H 4.62 3.22 -0.34 0.47
H 1.00 2.18 1.67 0.68
H -2.23 -1.80 4.61 0.49

=====

No. 3
78
Properties=species:S:1:pos:R:3:mulliken_spin:R:1 method="wB97M-V/def2-TZVPD" gap_ha="0.21929 / 0.23898" total_charge=+1 s2=0.9238 e_tot_ev=-199841.4486 homo_energy_ha="-0.3828 / -0.3867" multiplicity=2 de_lowest_kcal_mol=70.7
Re -0.10 0.68 0.27 1.01
Se -1.66 1.41 3.87 0.00
Se -0.84 -0.58 2.99 0.06
S 1.63 -2.56 1.13 0.01
Si -4.05 1.57 -0.18 0.01
O 1.72 -2.86 -4.39 0.00
O -0.69 -0.90 -0.73 -0.06
O -1.01 -2.73 -3.21 -0.01
O 1.57 0.27 -0.75 -0.04
O 3.37 -0.78 -3.03 0.00
N 1.96 -5.06 1.98 0.00
N 1.32 0.66 1.86 0.01
N -1.46 1.87 1.04 -0.03
N 3.88 -3.96 1.33 0.00
N -1.37 1.68 -1.15 -0.02
C 0.58 -5.04 2.45 0.00
C 1.34 -0.56 -1.74 0.04
C -0.60 2.46 -2.10 -0.01
C 4.55 -2.94 0.54 0.00
C -0.04 -2.12 -2.85 0.02
C 0.11 2.78 -4.36 0.01
C -1.77 2.46 2.26 0.01
C 3.13 0.38 3.92 0.00
C -4.61 1.90 -1.93 0.00
C 0.98 3.78 -3.95 0.00
C 2.53 -3.93 1.51 0.00
C -5.14 2.43 1.06 0.00
C 3.50 1.02 2.75 0.00
C 1.85 -0.13 4.05 -0.01
C 1.05 4.11 -2.60 0.01
C -2.32 4.47 1.03 0.00
C 1.36 -2.14 -3.52 0.00
C -2.22 3.73 2.29 0.02
C -2.25 2.33 -0.10 0.01
C 2.43 -6.39 1.59 0.00
C 0.27 3.45 -1.67 0.00
C -3.92 -0.25 0.19 0.00
C 0.13 -1.18 -1.74 0.00
C -2.31 3.83 -0.14 0.02
C 4.76 -4.70 2.22 0.00
C 2.23 -1.07 -2.79 0.02
C 2.58 1.13 1.73 -0.02
C 0.97 0.04 3.00 0.00
C -0.68 2.12 -3.44 -0.01
H -2.51 4.20 3.22 0.00
H 2.83 1.56 0.77 0.00
H -4.85 2.21 2.09 0.00
H 3.84 0.27 4.73 0.00
H 4.83 -2.08 1.16 0.00
H -4.58 2.96 -2.19 0.00
H 1.60 -6.93 1.13 0.00
H -4.03 1.35 -2.68 0.00
H 2.78 -6.97 2.45 0.00
H -6.17 2.08 0.92 0.00
H -4.09 -0.44 1.25 0.00
H -1.36 1.33 -3.76 0.00
H 5.49 -4.01 2.64 0.00
H 3.22 -6.31 0.86 0.00
H 4.49 1.42 2.62 0.00
H 0.33 3.72 -0.62 0.00
H 0.43 -5.90 3.11 0.00
H -2.96 -0.71 -0.07 0.00
H -5.65 1.57 -2.05 0.00
H 4.20 -5.14 3.04 0.00
H -1.88 0.97 -1.67 0.00
H -5.15 3.52 0.93 0.00
H 5.45 -3.38 0.12 0.00
H -2.45 5.54 1.08 0.00
H 3.91 -2.60 -0.26 0.00
H 5.30 -5.49 1.69 0.00
H 1.52 -0.66 4.94 0.00
H 0.39 -4.13 3.01 0.00
H -2.42 4.34 -1.08 0.00
H -4.69 -0.79 -0.36 0.00
H 1.73 4.89 -2.27 0.00
H 0.05 2.51 -5.41 0.00
H -0.13 -5.09 1.62 0.00
H 1.60 4.29 -4.67 0.00

=====

No. 4
71
Properties=species:S:1:pos:R:3:mulliken_charge:R:1 method="wB97M-V/def2-TZVPD" gap_ha="0.26623 / 0.26630" total_charge=+2 e_tot_ev=-64720.3157 homo_energy_ha="-0.4574 / -0.4574"
Ti -0.57 1.69 -0.04 0.18
O 0.13 0.00 1.02 0.78
N -0.78 2.15 -2.35 -0.22
N -2.80 -0.95 -2.56 -0.13
N 2.88 2.11 -2.54 -0.12
N 0.57 -1.80 -0.25 0.08
N -1.92 0.18 -0.88 0.90
N 1.46 1.65 -0.91 1.11
C -0.03 -3.10 2.50 -0.58
C 2.74 1.27 -0.50 -0.25
C 1.09 2.61 2.89 -1.61
C -2.23 3.24 0.20 -0.96
C -1.06 4.02 0.07 -0.51
C 4.54 0.46 0.81 -1.38
C 0.52 -1.19 0.93 -0.07
C -2.92 -1.22 0.97 -0.50
C 0.46 2.73 -2.88 -1.43
C -2.68 -0.85 -0.35 -0.42
C -3.26 -1.57 -1.40 0.98
C -3.75 -2.30 1.19 -0.70
C -4.32 -3.02 0.12 -0.64
C -2.02 0.08 -2.19 -0.16
C -2.39 2.43 1.35 -0.34
C -1.24 0.97 -3.10 -0.94
C 5.44 0.74 -0.24 -0.65
C 0.93 -1.95 2.15 -1.19
C -0.05 2.83 1.94 0.87
C 5.01 1.29 -1.42 -1.12
C 0.00 3.83 0.95 -0.42
C -0.05 -4.19 0.17 -0.29
C -4.09 -2.67 -1.19 -1.14
C -1.31 2.21 2.18 -0.11
C 3.65 1.55 -1.52 0.84
C 1.61 2.15 -2.12 0.20
C 3.19 0.72 0.70 -0.08
C 0.92 -3.21 -0.48 -0.89
C 0.17 -4.36 1.67 -0.87
H 0.44 3.81 -2.73 0.44
H -1.40 1.53 3.02 0.50
H 0.92 -3.34 -1.56 0.52
H -0.36 0.42 -3.46 0.37
H 1.18 -4.74 1.83 0.32
H -3.33 1.92 1.52 0.48
H 6.49 0.52 -0.10 0.43
H -3.04 -1.20 -3.51 0.26
H 1.14 1.56 3.19 0.20
H -1.08 -3.86 -0.03 0.01
H 1.94 -3.39 -0.14 0.31
H 2.04 2.89 2.44 0.40
H 2.52 0.52 1.52 0.59
H -3.96 -2.62 2.20 0.46
H 0.57 2.56 -3.96 0.54
H -4.53 -3.21 -2.01 0.49
H 0.95 3.21 3.79 0.36
H -2.48 -0.67 1.79 0.50
H -4.96 -3.86 0.34 0.43
H 4.93 0.04 1.73 0.49
H 0.96 -1.23 2.97 0.41
H -1.06 -2.75 2.42 0.09
H 1.94 -2.34 2.01 0.52
H 0.13 -3.35 3.55 0.50
H -0.50 -5.14 2.04 0.40
H 0.24 -1.26 -1.04 0.10
H 3.23 2.44 -3.43 0.26
H -0.99 4.77 -0.70 0.60
H 0.07 -5.16 -0.32 0.41
H -3.07 3.40 -0.46 0.51
H 5.70 1.52 -2.22 0.46
H 0.91 4.40 0.83 0.48
H -1.51 2.85 -2.38 0.39
H -1.83 1.24 -3.98 0.55

=====

No. 5
81
Properties=species:S:1:pos:R:3:mulliken_spin:R:1 method="wB97M-V/def2-TZVPD" gap_ha=0.26307 s2=0.7508 e_tot_ev=-119430.0373 homo_energy_ha=-0.2747 multiplicity=2 de_lowest_kcal_mol=1.0
Yb 0.28 0.01 -0.07 1.01
S -2.21 0.84 -1.13 0.00
S 0.64 0.03 3.18 0.00
S -0.20 -2.44 -2.75 0.00
O -1.23 -2.29 -3.73 0.00
O -0.10 -1.44 -1.71 0.00
O 0.05 2.04 0.81 0.00
O 4.48 -0.45 -1.03 0.00
O 3.84 -3.43 4.14 0.00
O 2.40 -0.20 -0.26 0.00
O 0.77 1.93 -1.27 0.00
N 0.87 -2.29 0.93 -0.01
N -2.85 -0.61 1.13 0.00
N 3.21 0.62 3.53 0.00
N 1.24 -2.53 -3.50 0.00
N 2.59 -1.60 3.84 0.00
N -1.61 -1.14 0.99 0.00
N -4.29 0.97 0.49 0.00
C 2.07 -2.88 0.89 0.00
C 1.26 -4.82 2.01 0.00
C 2.43 -2.16 -2.71 0.00
C 4.75 -0.53 5.77 0.00
C -3.11 0.36 0.26 0.00
C -0.14 -2.95 1.51 0.00
C 5.84 0.16 6.27 0.00
C -0.40 -3.97 -1.93 0.00
C 0.02 -4.21 2.07 0.00
C -1.45 -2.29 1.54 0.00
C 2.25 -0.29 3.53 0.00
C -1.86 -5.32 -0.60 0.00
C 3.38 2.34 1.75 0.00
C 0.39 2.60 -0.28 0.00
C 3.03 2.03 3.20 0.00
C -0.92 -6.35 -0.61 0.00
C 2.31 -4.14 1.40 0.00
C 2.70 -0.65 -2.59 0.00
C 7.10 -0.02 5.70 0.00
C 6.17 -1.61 4.15 0.00
C 3.77 -2.23 4.21 0.00
C -1.20 -7.63 0.13 0.00
C 4.83 2.06 1.40 0.00
C 7.26 -0.90 4.63 0.00
C 4.92 -1.41 4.71 0.00
C 3.28 -0.39 -1.20 0.00
C -1.61 -4.13 -1.26 0.00
C 0.54 -4.98 -1.97 0.00
C 0.27 -6.17 -1.30 0.00
H 3.28 -2.68 -3.14 0.00
H -4.79 0.77 1.34 0.00
H 6.29 -2.30 3.33 0.00
H -2.29 -2.77 2.03 0.00
H 2.73 1.74 1.09 0.00
H 2.00 2.30 3.43 0.00
H 1.16 -2.10 -4.41 0.00
H 3.40 -0.32 -3.35 0.00
H 3.77 -0.38 6.20 0.00
H 3.14 3.39 1.57 0.00
H 3.30 -4.57 1.35 0.00
H -0.44 -8.38 -0.07 0.00
H 5.09 1.01 1.56 0.00
H -1.21 -7.45 1.21 0.00
H -2.80 -5.45 -0.08 0.00
H 1.46 -4.85 -2.51 0.00
H 8.23 -1.03 4.18 0.00
H -2.17 -8.04 -0.14 0.00
H 5.51 2.67 2.01 0.00
H 4.16 0.31 3.65 0.00
H 1.01 -6.96 -1.31 0.00
H 1.82 -2.25 3.67 0.00
H 3.70 2.58 3.87 0.00
H 5.03 2.26 0.35 0.00
H 7.95 0.53 6.08 0.00
H -0.82 -4.70 2.54 0.00
H 0.35 3.69 -0.34 0.00
H 1.77 -0.09 -2.71 0.00
H 5.72 0.84 7.10 0.00
H 2.28 -2.59 -1.71 0.00
H -2.34 -3.33 -1.24 0.00
H 1.42 -5.80 2.44 0.00
H -4.56 1.75 -0.08 0.00
H 2.87 -2.28 0.46 0.00

=====

No. 6
69
Properties=species:S:1:pos:R:3:mulliken_charge:R:1 method="wB97M-V/def2-TZVPD" gap_ha=0.27805 e_tot_ev=-59815.0765 homo_energy_ha=-0.2827 de_lowest_kcal_mol=29.1
Pd 0.88 -0.61 0.67 0.05
S 0.75 -4.49 -1.93 -0.41
P -0.37 1.37 0.12 0.94
O 2.22 -0.62 2.52 -0.68
O 0.10 -1.19 2.80 -0.63
N 0.24 -2.69 -0.16 0.01
C 1.53 -1.25 4.72 -1.32
C -1.78 -5.53 -1.20 -0.64
C -2.22 1.08 0.23 2.43
C -2.50 -0.13 -0.69 -1.92
C -0.85 3.96 1.37 -1.79
C 4.63 -1.96 -1.95 -0.75
C 4.70 -0.77 -1.22 -0.75
C 0.32 2.47 -4.33 -0.61
C 0.15 2.82 1.20 2.17
C -0.52 3.09 -2.17 -0.23
C 1.27 -1.01 3.25 0.87
C 2.38 -2.30 -1.17 0.59
C -2.55 0.71 1.68 -1.89
C 2.45 -1.10 -0.45 0.26
C -1.95 -3.43 0.68 0.05
C -2.88 -5.41 -0.37 -0.50
C -0.76 -4.59 -1.08 0.61
C 3.61 -0.34 -0.47 -0.15
C -2.96 -4.37 0.57 -0.79
C 0.53 0.96 -2.47 -0.57
C 1.46 3.36 0.60 -1.73
C -0.85 -3.54 -0.16 -0.64
C 0.47 2.26 2.59 -1.89
C -3.12 2.21 -0.24 -1.73
C 0.74 1.25 -3.82 -0.74
C 3.48 -2.72 -1.92 -0.78
C -0.10 1.87 -1.63 0.48
C -0.30 3.39 -3.50 -0.84
C 1.15 -3.06 -1.02 1.06
H -3.82 -4.31 1.22 0.42
H 1.30 1.55 2.56 0.20
H -1.98 -2.64 1.42 0.43
H -1.73 3.64 1.93 0.40
H 1.24 0.53 -4.45 0.48
H -1.71 -6.35 -1.91 0.40
H -3.04 3.11 0.39 0.29
H 3.67 0.57 0.12 0.37
H 5.60 -0.18 -1.23 0.42
H 2.16 2.55 0.38 0.15
H 2.58 -1.42 4.91 0.35
H -0.63 4.34 -3.90 0.45
H -4.16 1.87 -0.19 0.53
H -1.83 -0.96 -0.50 0.17
H -3.52 -0.47 -0.52 0.55
H -0.39 1.76 3.05 0.36
H 1.30 3.93 -0.32 0.34
H -1.88 -0.05 2.08 0.22
H 0.88 0.02 -2.07 0.23
H -2.93 2.49 -1.28 0.33
H -0.37 4.75 1.95 0.53
H 1.22 -0.35 5.27 0.29
H -1.19 4.40 0.43 0.21
H 1.93 4.02 1.33 0.53
H -2.50 1.58 2.33 0.26
H 0.49 2.70 -5.38 0.38
H -3.68 -6.13 -0.44 0.38
H -1.01 3.82 -1.54 0.19
H -2.40 0.14 -1.74 0.39
H 0.77 3.09 3.24 0.57
H 3.44 -3.66 -2.46 0.40
H 5.48 -2.28 -2.53 0.40
H 0.92 -2.08 5.08 0.33
H -3.57 0.32 1.72 0.51